Entry 1:
Computed, not measured: 15 unconnected molecules or ions with the total composition H30O15 in a non-equilibrium geometry, with the ωB97M-V functional and the def2-TZVPD basis.

Computed properties:
Total charge: 0
Relative energy (zero: lowest compared OMol25 entry of this formula, charge and spin), kcal/mol: 38.56
HOMO level, eV: -9.77
Frontier orbital gap, Eh: 0.346
Molecular weight, g mol⁻¹: 270.23

Cartesian coordinates (Å):
O: 2.90093 -1.46104 0.08224
H: 2.05993 -1.89104 -0.19976
H: 2.69293 -0.47504 0.00724
O: -3.53007 -0.03504 -1.16676
H: -3.62207 -0.37304 -2.05076
H: -2.69507 0.39996 -1.30376
O: -1.55307 1.42396 1.13924
H: -2.23607 2.02996 0.85824
H: -1.93707 0.52896 1.10624
O: -1.45807 -3.81904 0.13324
H: -0.56307 -3.80204 0.45924
H: -1.39207 -3.07704 -0.44676
O: -1.06307 -1.88804 -1.67476
H: -0.58907 -2.38504 -2.31876
H: -1.90907 -1.69304 -2.13576
O: 0.26693 2.22296 3.79724
H: 0.43393 1.57996 4.49324
H: 0.42693 1.67796 3.02424
O: 0.68793 -0.50204 2.55024
H: 1.56193 -0.17504 2.53024
H: 0.28493 -0.42604 1.66524
O: 1.01193 -3.19004 1.17824
H: 1.35993 -3.85304 1.75224
H: 1.08993 -2.38904 1.67924
O: 1.45293 0.24696 -2.56276
H: 1.21493 1.17596 -2.64076
H: 0.89693 -0.21604 -1.94876
O: -1.44507 0.98596 -2.38776
H: -1.14807 0.88896 -3.25876
H: -0.92007 1.74696 -2.17076
O: 1.26193 2.46196 1.01624
H: 0.57493 2.84396 1.50424
H: 2.05293 2.98296 1.08524
O: 0.41693 -0.12104 -0.14576
H: -0.34007 -0.70504 -0.19276
H: 0.10993 0.67196 0.31124
O: 3.18693 1.14196 -0.42876
H: 2.66693 1.58296 0.23524
H: 2.58693 1.02296 -1.13876
O: -2.30207 -1.10704 0.91724
H: -2.13307 -2.02504 0.89324
H: -2.88307 -0.83104 0.16824
O: 0.77693 2.60396 -1.65376
H: 1.05993 3.44796 -2.03776
H: 0.68193 2.77096 -0.72276

***

Entry 2:
Computed, not measured: 15 unconnected molecules or ions with the total composition H30O15 in a non-equilibrium geometry, with the ωB97M-V functional and the def2-TZVPD basis.

Computed properties:
Total charge: 0
Relative energy (zero: lowest compared OMol25 entry of this formula, charge and spin), kcal/mol: 77.35
HOMO level, eV: -10.78
Frontier orbital gap, Eh: 0.393
Molecular weight, g mol⁻¹: 270.23

Cartesian coordinates (Å):
O: 3.13172 -0.38856 0.19812
H: 2.48063 -0.63013 -0.46349
H: 3.28093 0.56305 0.14104
O: -1.55236 3.95375 0.15037
H: -1.75788 4.60055 -0.54661
H: -1.41973 4.55444 0.90238
O: -0.61411 -2.75653 2.70179
H: -1.56374 -2.63494 2.61943
H: -0.23649 -1.91151 2.40181
O: 2.27151 -1.42636 2.53412
H: 2.35813 -2.35454 2.28423
H: 2.70267 -0.85830 1.86174
O: -1.11949 2.62169 3.11254
H: -1.97074 2.40317 3.50847
H: -0.49237 2.05571 3.58437
O: -2.32951 -2.50748 -2.04193
H: -1.67713 -2.66484 -2.73081
H: -2.68795 -3.35703 -1.77390
O: 0.05185 2.70166 -3.87303
H: -0.42573 1.97550 -4.31069
H: 0.13923 2.21347 -3.02917
O: -2.59334 2.90761 -2.42431
H: -2.65785 3.27887 -1.53915
H: -2.04391 3.50834 -2.93989
O: 2.81649 -3.14678 -0.69654
H: 2.81134 -2.79916 0.20244
H: 2.39075 -4.00948 -0.66185
O: 0.81008 0.93014 1.03200
H: -0.03058 1.41812 0.99311
H: 1.35041 1.73649 1.00876
O: -2.01738 0.40931 0.41906
H: -2.41299 1.14005 0.90676
H: -2.62388 0.20905 -0.30061
O: 3.33491 1.38511 -1.88754
H: 4.28588 1.33750 -1.73325
H: 3.15037 0.49727 -2.22372
O: 4.21071 -1.41639 -2.39639
H: 3.55158 -1.10295 -1.73984
H: 4.24494 -2.19828 -1.74894
O: -3.75354 0.80276 2.36178
H: -4.32925 1.34379 1.80648
H: -3.80100 -0.12357 2.11969
O: -2.06594 -4.03806 1.03197
H: -1.21335 -3.59418 0.91237
H: -1.98387 -4.62836 0.26683

***

Entry 3:
Computed, not measured: 15 unconnected molecules or ions with the total composition H30O15 in a non-equilibrium geometry, with the ωB97M-V functional and the def2-TZVPD basis.

Computed properties:
Total charge: 0
Relative energy (zero: lowest compared OMol25 entry of this formula, charge and spin), kcal/mol: 53.03
HOMO level, eV: -10.73
Frontier orbital gap, Eh: 0.399
Molecular weight, g mol⁻¹: 270.23

Cartesian coordinates (Å):
O: 0.42076 4.19380 -0.70972
H: 0.85013 5.04825 -0.35906
H: 1.10188 3.83042 -1.27911
O: -0.32518 1.56882 3.55505
H: -0.47316 1.85997 4.46560
H: -0.92303 1.03649 3.27854
O: 1.45824 2.16952 -3.15878
H: 1.15063 3.02933 -3.51850
H: 0.92156 1.38313 -3.54755
O: 3.02995 -0.51280 -0.09575
H: 2.68931 -0.24227 0.86827
H: 2.64881 0.11056 -0.64801
O: -2.39113 -1.93414 0.85716
H: -3.03852 -2.29320 0.30338
H: -1.92352 -1.48797 0.13561
O: 0.87140 1.17345 -0.77211
H: 1.03737 1.85518 -0.08145
H: 0.76661 1.62896 -1.60536
O: 1.31993 -2.44826 -0.60635
H: 1.33573 -2.74916 -1.44308
H: 2.01386 -1.73118 -0.25534
O: -1.75139 1.61065 -0.77452
H: -1.89450 1.14003 0.04834
H: -1.06367 2.20635 -0.42249
O: -2.13676 -0.46797 3.21910
H: -2.36888 -1.09296 2.45550
H: -1.34278 -0.71848 3.60720
O: -0.78899 -0.94019 -1.09796
H: -0.03176 -1.57301 -0.97091
H: -0.32356 -0.15357 -1.23583
O: 2.24452 -0.25226 2.48376
H: 2.17223 -1.10816 2.96965
H: 1.30818 0.14090 2.50140
O: -0.15272 -3.44295 1.20238
H: 0.60701 -3.21876 0.57353
H: -0.95168 -2.90246 1.01107
O: -2.21411 0.06918 -3.09843
H: -1.97020 -0.69493 -2.42899
H: -2.21988 0.88950 -2.49035
O: 0.00908 0.43903 -4.11443
H: 0.08257 0.81765 -4.97528
H: -0.94389 0.34920 -3.78490
O: 0.40781 -1.87112 3.30722
H: 0.86514 -2.33887 4.03653
H: -0.08341 -2.37573 2.59494